Version w
Entry from OMol25: the molecule C5H10S2 (ωB97M-V/def2-TZVPD).

SMILES: C=C(C)SCSC
HOMO level in eV: -8.072

ORCA input file:
```
! wB97M-V def2-TZVPD RIJCOSX def2/J DEFGRID3
* xyz 0 1
C 2.562 -0.486 1.154
C 0.640 0.645 -0.360
C -2.080 0.028 0.050
C -2.187 1.433 0.419
C -3.052 -0.888 0.037
H 2.212 0.161 1.992
H 3.617 -0.653 1.309
H 1.974 -1.409 1.161
H 0.533 1.191 0.601
H 0.514 1.281 -1.200
H -1.557 1.654 1.308
H -3.264 1.651 0.610
H -1.833 2.112 -0.319
H -4.107 -0.623 0.221
H -2.796 -1.958 0.089
S 2.402 0.227 -0.500
S -0.564 -0.715 -0.348
*
```

Version x
Entry from OMol25: the molecule C5H10S2 (ωB97M-V/def2-TZVPD).

HOMO level (spin up / spin down) in eV: -7.855 / -7.961

ORCA input file:
```
! wB97M-V def2-TZVPD RIJCOSX def2/J DEFGRID3
* xyz 0 1
C 0.595 0.576 0.210
C -0.467 -0.020 0.929
C 1.246 -0.578 -0.518
C 0.197 1.586 -0.767
C -1.771 -0.283 0.341
S 2.548 -1.528 0.197
S -2.098 -1.917 -0.278
H 1.246 1.143 0.918
H -0.060 -0.783 1.721
H 0.478 -1.253 -1.012
H -0.462 1.305 -1.686
H 1.086 2.083 -1.191
H -0.351 2.452 -0.262
H -1.926 0.558 -0.375
H -2.551 -0.241 1.099
H 3.338 -0.594 0.350
H -1.047 -2.507 0.326
*
```

Stability summary - winner: version w; margin: 2.957 eV.

Version w
Entry from OMol25: the molecule HN3O (ωB97M-V/def2-TZVPD).

HOMO level (spin up / spin down) in eV: -8.487 / -8.487

ORCA input file:
```
! wB97M-V def2-TZVPD RIJCOSX def2/J DEFGRID3
* xyz 0 1
N 0.710 0.274 0.057
N 1.821 0.396 0.381
N -0.469 -0.117 -0.154
O -1.479 0.232 -0.794
H -0.583 -0.786 0.510
*
```

Version x
Entry from OMol25: a cluster of 2 separate species, HN3O in total (ωB97M-V/def2-TZVPD).

SMILES: N#N.N=O
HOMO level in eV: -9.801

ORCA input file:
```
! wB97M-V def2-TZVPD RIJCOSX def2/J DEFGRID3
* xyz 0 1
N -1.460 -0.085 1.289
N -1.793 -0.674 0.415
N 1.187 0.560 -0.285
O 1.509 -0.629 -0.191
H 0.557 0.829 -1.228
*
```

Stability summary - winner: version x; margin: 3.638 eV.